Density functional theory data (ωB97M-V with the def2-TZVPD basis set) for 2 unconnected molecules or ions with the total composition C4H12 at a distorted geometry.

Properties
Frontier orbital gap (alpha / beta) = 0.106 / 0.454 hartree
2S+1 = 2
Charge = -1
DFT total energy = -159.521739 Ha
Relative energy (zero: lowest compared OMol25 entry of this formula, charge and spin) = 0.229 eV
<S²> = 0.750
LUMO level (alpha / beta) = 4.42 / 4.52 eV

Last columns: bonded neighbours and bond lengths (Å).
Element x y z (Å)
1 C -0.401 2.185 -1.424  C2 1.535, H3 1.088, H4 1.087, H5 1.102
2 C 0.082 0.986 -2.253  C1 1.535, H6 1.093, H7 1.091, H8 1.101
3 H -0.491 1.879 -0.384  C1 1.088
4 H 0.246 3.048 -1.565  C1 1.087
5 H -1.403 2.518 -1.740  C1 1.102
6 H 0.672 1.331 -3.105  C2 1.093
7 H -0.751 0.334 -2.523  C2 1.091
8 H 0.868 0.494 -1.659  C2 1.101
9 C -0.392 -1.905 1.401  C10 1.493, H11 1.100, H12 1.091, H13 1.100
10 C 0.661 -1.297 2.266  C9 1.493, H14 1.096, H15 1.095, H16 1.099
11 H -0.205 -2.959 1.148  C9 1.100
12 H -1.370 -1.884 1.885  C9 1.091
13 H -0.455 -1.446 0.403  C9 1.100
14 H 0.823 -1.808 3.222  C10 1.096
15 H 1.647 -1.229 1.793  C10 1.095
16 H 0.471 -0.248 2.535  C10 1.099